A structure of composition C27H30N4O4PPdSSi. Source: the Open Molecules 2025 dataset; level of theory: wB97M-V/def2-TZVPD.

Values from the calculation:
**Energy relative to the best compared isomer or geometry (same formula, charge and spin)**: 0.171 eV
**Highest occupied orbital energy**: -4.95 eV
**HOMO-LUMO gap**: 7.589 eV
**Charge**: -1

```
69
Properties=species:S:1:pos:R:3:forces:R:3
Pd -0.116339 -0.151269 -0.609060 0.324 -0.384 0.682
N -0.968991 8.147368 2.495228 0.016 0.038 -0.003
C -0.632923 6.980911 1.791674 -0.024 -0.045 0.025
C -0.237433 5.832503 2.475670 0.000 0.000 0.035
C 0.126749 4.691874 1.782681 0.025 -0.031 -0.019
C 0.091771 4.680043 0.397350 0.055 0.222 0.004
C -0.296394 5.816892 -0.292460 -0.041 0.021 0.105
C -0.650869 6.963574 0.399575 0.012 -0.049 -0.050
S 0.587131 3.241406 -0.505638 0.144 -0.165 0.425
O 0.251000 3.488091 -1.886244 -0.049 -0.097 -0.041
O 1.977725 3.012570 -0.190209 0.055 0.112 -0.085
N -0.206815 2.003506 0.177218 -0.916 0.068 -0.826
C -1.594675 2.041012 0.107317 0.636 -0.053 0.113
N -2.171181 0.857065 0.404504 -0.211 0.108 -0.247
C -3.477582 0.764480 0.185073 0.054 -0.138 0.180
C -4.248641 1.834407 -0.233718 0.119 0.169 0.022
C -3.568210 3.032149 -0.400894 -0.132 -0.182 0.031
N -2.260443 3.148851 -0.239846 -0.041 0.036 0.002
H -1.300304 7.977364 3.431769 -0.005 -0.010 0.005
H -1.598785 8.753840 1.993830 -0.004 0.013 0.002
H -0.217946 5.833893 3.560034 0.000 0.015 -0.002
H 0.424083 3.800829 2.320092 0.023 -0.034 -0.020
H -0.342912 5.785153 -1.371043 0.016 -0.023 -0.043
H -0.956786 7.849890 -0.145183 -0.001 0.013 0.010
H -3.924207 -0.209904 0.357422 -0.017 0.007 -0.051
H -5.307610 1.737879 -0.416434 -0.010 -0.003 -0.003
H -4.097707 3.936677 -0.687592 0.019 0.010 -0.008
O -3.811859 -2.533192 -1.460286 -0.004 0.064 0.024
C -2.705245 -2.030326 -1.242159 0.091 -0.144 0.155
O -2.061209 -1.184099 -1.914520 -0.186 0.081 -0.143
C -1.998541 -2.486887 0.081557 -0.035 -0.072 0.085
P -0.186534 -2.383138 -0.147262 -0.481 0.396 -0.452
C 0.032372 -3.720264 -1.374083 0.098 0.053 0.086
C -0.049474 -3.386194 -2.722450 -0.008 0.108 -0.055
C -0.004978 -4.375838 -3.691485 0.006 -0.019 0.008
C 0.125767 -5.707598 -3.324337 0.008 -0.027 -0.006
C 0.196035 -6.050208 -1.981648 -0.012 0.044 -0.024
C 0.141314 -5.059444 -1.012033 0.017 -0.032 0.050
C 0.522905 -3.033430 1.408812 -0.022 0.124 -0.065
C 1.733813 -3.722573 1.468198 -0.091 -0.011 0.086
C 2.267572 -4.108323 2.688673 -0.012 0.019 -0.029
C 1.603529 -3.805090 3.867641 0.047 -0.035 0.101
C 0.401252 -3.116525 3.823673 -0.049 0.044 -0.133
C -0.134358 -2.732538 2.602186 0.113 -0.045 0.061
H -2.326539 -3.488090 0.368722 0.027 0.034 -0.001
H -2.279946 -1.771703 0.859364 -0.011 -0.041 -0.018
H -0.191613 -2.347636 -2.999174 0.029 -0.023 0.016
H -0.083677 -4.103026 -4.735735 0.004 -0.005 -0.014
H 0.161271 -6.479053 -4.083580 0.000 -0.006 -0.003
H 0.280158 -7.087703 -1.684127 0.006 -0.017 -0.010
H 0.177783 -5.338249 0.033410 -0.006 -0.004 0.015
H 2.258540 -3.980191 0.560780 0.020 -0.024 -0.047
H 3.207314 -4.645113 2.713224 0.009 -0.007 0.017
H 2.023077 -4.105444 4.819694 0.005 0.001 0.001
H -0.126459 -2.870397 4.735864 0.017 -0.014 0.031
H -1.068220 -2.188941 2.579922 -0.014 0.034 0.005
C 3.012835 0.103539 0.561653 0.147 -0.172 0.008
Si 2.095656 -0.285188 -1.026888 -0.071 -0.054 0.155
C 2.836115 -1.927821 -1.588091 0.328 0.170 -0.075
C 2.421164 0.910558 -2.444795 0.083 -0.067 -0.036
H 4.093389 0.083997 0.378241 0.002 0.019 0.038
H 2.780454 -0.678799 1.291686 0.040 0.011 0.016
H 2.743335 1.068175 0.980558 -0.075 0.064 -0.058
H 3.911649 -1.724524 -1.674465 0.010 -0.106 -0.048
H 2.488728 -2.291960 -2.552579 -0.096 0.061 -0.071
H 2.716123 -2.730207 -0.868115 0.017 -0.058 0.081
H 3.187553 1.626101 -2.145997 0.056 0.020 0.000
H 1.553337 1.496850 -2.742809 -0.046 -0.027 0.023
H 2.773939 0.339454 -3.308383 -0.011 0.043 -0.020
```
Forces are in eV/Å.


A cluster of 2 separate species, C10H16O in total. Source: the Open Molecules 2025 dataset; level of theory: wB97M-V/def2-TZVPD.

Values from the calculation:
**Energy relative to the best compared isomer or geometry (same formula, charge and spin)**: 1.166 eV
**Highest occupied orbital energy**: -8.75 eV
**Structure (SMILES)**: Cc1ccc(O)cc1.CCC
**HOMO-LUMO gap**: 9.646 eV
**Charge**: 0

```
27
Properties=species:S:1:pos:R:3:forces:R:3
C -1.099009 -1.504318 -3.044086 -1.098 0.045 -0.432
C -0.238057 -0.108870 -1.123640 0.025 -0.075 -0.486
C -0.266201 -0.391536 -2.491747 0.779 -0.307 0.394
C 0.686379 0.774140 -0.584455 -1.090 0.235 -0.264
C 0.637097 0.297975 -3.289132 -0.211 0.358 0.403
C 1.547210 1.474408 -1.421357 -0.087 0.464 0.494
C 1.482033 1.287719 -2.788888 0.098 -1.053 -0.394
O 2.344740 2.446233 -0.838446 0.367 -0.170 -0.073
H -0.968018 -0.580906 -0.480324 0.029 -0.096 0.114
H 0.532100 1.034902 0.453622 0.693 0.031 -0.009
H -1.836542 -1.854941 -2.320741 0.221 -0.109 0.189
H -0.541480 -2.364068 -3.416838 0.270 0.067 0.246
H 0.671135 0.092361 -4.336003 -0.035 -0.109 -0.621
H 2.127502 1.756492 -3.521121 0.133 0.392 0.397
H 3.277094 2.228733 -0.979519 -0.280 0.124 -0.076
H -1.716493 -1.185996 -3.891583 0.198 0.193 -0.039
C -0.414000 -0.834440 2.790434 0.510 0.930 0.806
C 0.419265 0.441430 3.000588 0.404 0.001 -0.439
C -1.803172 -0.699681 3.443606 -0.041 -0.246 -1.232
H -0.482176 -1.024953 1.724225 0.032 -0.263 -0.064
H 0.164021 -1.622569 3.276246 -0.262 -0.313 -0.255
H 1.463263 0.322138 2.691710 -0.116 -0.191 -0.181
H -1.952593 -1.526625 4.116805 -0.314 -0.002 0.528
H -1.945638 0.267488 3.897700 0.181 0.181 0.640
H -2.605590 -0.730292 2.699033 0.108 -0.261 -0.034
H 0.024953 1.255965 2.389702 -0.116 0.179 0.343
H 0.492179 0.749211 4.044211 -0.398 -0.005 0.045
```
Forces are in eV/Å.


A structure of composition C5H3O3Yb. Source: the Open Molecules 2025 dataset; level of theory: wB97M-V/def2-TZVPD.

Values from the calculation:
**Spin multiplicity**: 2
**<S²>**: 0.762
**Highest occupied orbital energy (spin up / spin down)**: -17.75 / -17.69 eV
**HOMO-LUMO gap (spin up / spin down)**: 8.826 / 6.667 eV
**Charge**: +2

```
12
Properties=species:S:1:pos:R:3:forces:R:3
C -1.889038 -0.665785 -0.292245 0.560 -1.807 0.585
C -2.773889 0.188891 -0.668877 -3.843 4.366 -2.107
O -3.502532 1.034441 -1.036928 2.351 -2.828 1.256
C -1.494768 -2.059092 0.058832 0.463 0.181 0.112
C -0.794259 -0.921732 0.731901 1.481 -0.298 1.206
O 0.474885 -0.560163 0.455969 0.009 -0.188 -1.525
C 1.490231 2.633414 0.590410 0.710 -0.589 -0.771
O 2.080481 1.964593 -0.136522 -0.650 0.800 0.814
Yb 2.128355 -0.307527 -0.973680 -0.543 -0.136 0.957
H -2.207218 -2.657500 0.632335 -0.067 0.255 -0.214
H -0.939809 -2.615541 -0.702296 -0.261 0.190 0.023
H -1.095516 -0.709757 1.765273 -0.209 0.054 -0.335
```
Forces are in eV/Å.